Record 1
This record from the OMol25 dataset describes the ion C3H10N2 with charge +1 in a non-equilibrium geometry. The level of theory is the ωB97M-V functional and the def2-TZVPD basis.

Cartesian coordinates (Å):
N (-1.60, 0.60, -0.97)
C (-0.64, -0.42, -1.35)
C (0.28, -0.82, -0.20)
C (0.50, 0.45, 0.71)
N (1.44, 0.17, 1.71)
H (-2.36, 0.66, -1.63)
H (-2.02, 0.53, -0.05)
H (-1.14, -1.31, -1.71)
H (-0.01, -0.01, -2.14)
H (1.24, -1.16, -0.62)
H (-0.13, -1.64, 0.39)
H (0.84, 1.25, 0.05)
H (-0.45, 0.66, 1.20)
H (1.09, -0.12, 2.61)
H (2.27, 0.76, 1.79)

Results
Kohn-Sham gap (spin up / spin down): 10.835 / 4.973 eV
net charge: +1
calculated total energy: -229.47617 hartree
<S²>: 0.756
multiplicity: 2
E_LUMO (spin up / spin down): -3.3 / -8.4 eV
energy relative to the best compared isomer or geometry (same formula, charge and spin): 44.9 kJ/mol

***

Record 2
This record from the OMol25 dataset describes a cluster of 2 separate species, C3H10N2O in total in a non-equilibrium geometry. The level of theory is the ωB97M-V functional and the def2-TZVPD basis.

Cartesian coordinates (Å):
H (-2.17, -1.14, 1.17)
N (-1.62, -0.28, 1.20)
C (-2.05, 0.51, 0.31)
N (-3.33, 0.48, -0.25)
H (-1.44, 1.25, -0.19)
H (-4.11, 0.65, 0.37)
H (-3.60, 0.56, -1.21)
C (2.59, 0.36, 0.40)
C (2.05, -0.68, -0.55)
O (0.73, -0.27, -1.01)
H (2.22, 0.21, 1.42)
H (3.67, 0.33, 0.52)
H (2.27, 1.33, 0.02)
H (2.05, -1.72, -0.22)
H (2.60, -0.78, -1.48)
H (0.16, -0.81, -0.50)

Results
Kohn-Sham gap: 10.672 eV
calculated total energy: -305.00289 hartree
SMILES: [H]/N=C\N.CCO
E_LUMO: 1.0 eV
energy relative to the best compared isomer or geometry (same formula, charge and spin): 188.4 kJ/mol

***

Record 3
This record from the OMol25 dataset describes a cluster of 2 separate species, C3H10N2O in total in a non-equilibrium geometry. The level of theory is the ωB97M-V functional and the def2-TZVPD basis.

Cartesian coordinates (Å):
C (2.83, -0.63, 1.69)
C (1.73, -0.68, 0.89)
N (1.48, 0.08, -0.26)
H (2.79, -1.29, 2.55)
H (3.40, 0.29, 1.72)
H (0.90, -1.36, 1.07)
H (0.61, 0.57, -0.23)
H (2.20, 0.80, -0.29)
N (-2.48, -0.27, -0.14)
C (-1.80, 0.72, -0.94)
O (-0.84, 0.16, -1.78)
H (-3.02, -0.94, -0.66)
H (-2.93, 0.06, 0.69)
H (-1.24, 1.36, -0.25)
H (-2.49, 1.38, -1.48)
H (-1.14, -0.26, -2.58)

Results
Kohn-Sham gap: 8.874 eV
calculated total energy: -304.99313 hartree
SMILES: C=CN.NCO
E_LUMO: 0.8 eV
energy relative to the best compared isomer or geometry (same formula, charge and spin): 214.0 kJ/mol

***

What is the energy relative to the best compared isomer or geometry (same formula, charge and spin) in the first record? 44.9 kJ/mol

***

The highest calculated total energy belongs to which entry? C3H10N2

***

What is the calculated total energy in the third record? -304.99313 hartree